Computed, not measured: C23H33N4S6SnTe as an isolated structure, with ωB97M-V/def2-TZVPD.

Positions of all 68 atoms, in Å:
Sn 3.359 -0.163 0.338
C 1.200 -2.505 -1.959
C 2.381 -3.317 -1.484
S 2.943 -2.889 0.212
C 1.677 -3.695 1.298
C 0.198 -3.354 1.114
S -0.141 -1.517 1.086
C -1.830 -1.368 1.668
C -2.381 0.119 1.469
S -0.559 1.790 -0.870
C -0.219 1.255 -2.583
C 0.034 -0.208 -2.802
S 1.669 -0.815 -2.292
H 0.515 -2.490 -1.118
H 0.772 -2.995 -2.840
H 3.201 -3.246 -2.189
H 2.150 -4.395 -1.425
H 2.012 -3.287 2.270
H 1.939 -4.748 1.276
H -0.332 -3.876 1.998
H -0.035 -3.932 0.212
H -1.939 -1.588 2.738
H -2.463 -2.093 1.087
H -1.696 0.860 1.895
H -3.393 0.203 1.922
H 0.517 1.914 -3.052
H -1.143 1.511 -3.126
H -0.078 -0.302 -3.866
H -0.663 -0.833 -2.231
N 3.405 -1.307 3.721
C 4.621 -1.304 3.097
N 4.818 -0.874 1.880
C 6.205 -0.953 1.611
C 7.001 -1.281 2.630
S 6.044 -1.655 4.027
C 6.486 -0.812 0.178
C 7.641 -1.032 -0.497
S 7.433 -0.609 -2.125
C 5.751 -0.309 -1.892
N 5.368 -0.495 -0.602
N 5.032 0.093 -2.958
H 2.738 -0.638 3.359
H 3.387 -1.484 4.692
H 8.035 -1.406 2.645
H 8.496 -1.411 -0.030
H 5.393 -0.014 -3.910
H 4.077 0.141 -2.884
C -7.624 4.521 0.503
C -6.318 3.747 0.215
C -6.458 2.718 -0.669
C -5.380 1.855 -0.938
C -5.538 0.746 -1.920
C -4.149 2.181 -0.320
Te -2.701 0.740 -0.603
C -4.014 3.280 0.540
C -2.661 3.621 1.162
C -5.133 4.032 0.837
H -7.971 4.990 -0.453
H -7.463 5.219 1.307
H -8.355 3.821 0.860
H -7.346 2.609 -1.232
H -6.432 0.854 -2.518
H -5.633 -0.250 -1.446
H -4.663 0.664 -2.607
H -1.787 3.576 0.500
H -2.372 2.972 2.053
H -2.519 4.595 1.493
H -5.109 4.821 1.547

As for the total charge: +3. The spin multiplicity is 1. The LUMO energy comes out at -8.17 eV. The calculation puts the total energy at -108459.1009 eV. The HOMO-LUMO gap comes out at 7.523 eV.

These are the natural (NBO) partial charges, in e, on atoms 1 to 5:
1. Sn 1.2696
2. C -0.5673
3. C -0.5291
4. S 0.2043
5. C -0.5020

***

Computed, not measured: C23H33N5O2 in the gas phase, with ωB97M-V/def2-TZVPD.

Positions of all 63 atoms, in Å:
C 5.863 -0.879 0.171
H 5.272 -1.043 1.076
H 6.671 -0.179 0.380
O 5.091 -0.293 -0.857
C 3.976 -1.037 -1.223
C 3.975 -1.587 -2.494
C 2.913 -2.353 -2.941
C 1.856 -2.595 -2.085
C 1.842 -2.039 -0.819
C 2.873 -1.217 -0.362
N 2.882 -0.631 0.908
C 1.887 -1.011 1.886
C 0.571 -0.239 1.731
N 0.834 1.189 1.783
C 1.783 1.556 0.746
C 3.097 0.804 0.978
H 3.832 1.108 0.235
H 3.473 1.042 1.978
H 1.970 2.628 0.795
H 1.415 1.303 -0.264
C -0.377 1.988 1.837
C -0.131 3.404 2.364
C -1.473 4.117 2.532
C -2.262 4.107 1.220
N -2.412 2.749 0.734
C -3.620 2.139 0.818
O -4.625 2.749 1.134
C -3.667 0.660 0.471
H -2.873 0.129 1.001
H -4.622 0.277 0.832
C -3.557 0.407 -1.047
C -3.041 -0.968 -1.309
C -3.723 -2.167 -1.238
N -2.832 -3.148 -1.487
N -1.618 -2.663 -1.712
C -1.722 -1.351 -1.608
H -0.861 -0.731 -1.766
C -3.074 -4.560 -1.532
H -3.465 -4.916 -0.577
H -2.126 -5.052 -1.741
H -3.789 -4.804 -2.321
H -4.754 -2.376 -1.038
H -4.542 0.535 -1.500
H -2.886 1.135 -1.506
C -1.143 2.106 0.499
H -1.275 1.126 0.049
H -0.571 2.730 -0.197
H -3.261 4.518 1.366
H -1.736 4.695 0.460
H -1.316 5.148 2.850
H -2.062 3.611 3.300
H 0.398 3.353 3.317
H 0.489 3.965 1.662
H -1.041 1.484 2.552
H -0.095 -0.502 2.558
H 0.083 -0.532 0.786
H 1.709 -2.086 1.836
H 2.307 -0.776 2.870
H 0.989 -2.245 -0.193
H 1.014 -3.194 -2.397
H 2.924 -2.768 -3.937
H 4.834 -1.405 -3.123
H 6.286 -1.835 -0.159

The spin multiplicity is 1. The LUMO energy comes out at 0.72 eV. The calculation puts the total energy at -35931.7731 eV. The HOMO-LUMO gap comes out at 8.367 eV.

These are the natural (NBO) partial charges, in e, on atoms 1 to 5:
1. C -0.2535
2. H 0.1882
3. H 0.1898
4. O -0.5458
5. C 0.3116

***

What did the first record say?
Computed, not measured: C23H33N4S6SnTe as an isolated structure, with ωB97M-V/def2-TZVPD.

Positions of all 68 atoms, in Å:
Sn 3.359 -0.163 0.338
C 1.200 -2.505 -1.959
C 2.381 -3.317 -1.484
S 2.943 -2.889 0.212
C 1.677 -3.695 1.298
C 0.198 -3.354 1.114
S -0.141 -1.517 1.086
C -1.830 -1.368 1.668
C -2.381 0.119 1.469
S -0.559 1.790 -0.870
C -0.219 1.255 -2.583
C 0.034 -0.208 -2.802
S 1.669 -0.815 -2.292
H 0.515 -2.490 -1.118
H 0.772 -2.995 -2.840
H 3.201 -3.246 -2.189
H 2.150 -4.395 -1.425
H 2.012 -3.287 2.270
H 1.939 -4.748 1.276
H -0.332 -3.876 1.998
H -0.035 -3.932 0.212
H -1.939 -1.588 2.738
H -2.463 -2.093 1.087
H -1.696 0.860 1.895
H -3.393 0.203 1.922
H 0.517 1.914 -3.052
H -1.143 1.511 -3.126
H -0.078 -0.302 -3.866
H -0.663 -0.833 -2.231
N 3.405 -1.307 3.721
C 4.621 -1.304 3.097
N 4.818 -0.874 1.880
C 6.205 -0.953 1.611
C 7.001 -1.281 2.630
S 6.044 -1.655 4.027
C 6.486 -0.812 0.178
C 7.641 -1.032 -0.497
S 7.433 -0.609 -2.125
C 5.751 -0.309 -1.892
N 5.368 -0.495 -0.602
N 5.032 0.093 -2.958
H 2.738 -0.638 3.359
H 3.387 -1.484 4.692
H 8.035 -1.406 2.645
H 8.496 -1.411 -0.030
H 5.393 -0.014 -3.910
H 4.077 0.141 -2.884
C -7.624 4.521 0.503
C -6.318 3.747 0.215
C -6.458 2.718 -0.669
C -5.380 1.855 -0.938
C -5.538 0.746 -1.920
C -4.149 2.181 -0.320
Te -2.701 0.740 -0.603
C -4.014 3.280 0.540
C -2.661 3.621 1.162
C -5.133 4.032 0.837
H -7.971 4.990 -0.453
H -7.463 5.219 1.307
H -8.355 3.821 0.860
H -7.346 2.609 -1.232
H -6.432 0.854 -2.518
H -5.633 -0.250 -1.446
H -4.663 0.664 -2.607
H -1.787 3.576 0.500
H -2.372 2.972 2.053
H -2.519 4.595 1.493
H -5.109 4.821 1.547

As for the total charge: +3. The spin multiplicity is 1. The LUMO energy comes out at -8.17 eV. The calculation puts the total energy at -108459.1009 eV. The HOMO-LUMO gap comes out at 7.523 eV.

These are the natural (NBO) partial charges, in e, on atoms 1 to 5:
1. Sn 1.2696
2. C -0.5673
3. C -0.5291
4. S 0.2043
5. C -0.5020